93
Properties=species:S:1:pos:R:3 method="wB97M-V/def2-TZVPD" lumo_ev=2.1 homo_ha=-0.212 e_tot_ev=-149309.4818 orbital_gap_ev=7.84 mol_weight_g_mol=880.4 total_charge=-1
I -2.80996 -0.84478 -0.67047
Br -3.35589 3.06703 -1.32941
Al -1.73194 1.29787 -1.66692
O -1.78790 0.44154 -7.63769
O -2.75753 0.62311 -5.71895
O -6.71331 -0.94942 1.28276
O 7.92288 5.66141 -3.14443
O 2.72594 -4.97654 -5.58501
O 0.57293 -0.78955 3.16449
O 3.38961 -5.76268 -3.57012
O -7.38332 -1.39989 3.39351
O -3.38223 -1.06645 -7.08332
O -0.65597 -1.58719 4.74598
O 1.47950 -2.31400 4.56506
O 5.85265 6.28559 -2.48261
O 6.14096 4.27112 -3.19756
O -2.25793 1.80702 9.79442
O -1.92492 -0.12465 8.66916
O -1.47177 -0.07067 10.77953
O -8.78297 -1.46335 1.61612
O 1.95850 -4.14834 -3.62731
C 6.37353 7.57856 -2.18036
C 0.56132 -1.62934 4.19093
C 1.15070 -3.22394 -4.36577
C -1.63384 -0.23932 -8.87828
C 1.14955 1.01975 -0.88812
C 2.20549 -1.20013 -0.84972
C 2.73741 3.03200 -1.32294
C -2.38458 0.52027 7.47694
C 2.44207 1.54598 -1.16023
C -1.91980 0.65365 9.74880
C -7.59642 -1.28040 2.21321
C -3.70825 0.16553 -4.75102
C 3.44915 -0.67682 -1.11313
C -9.83255 -1.82626 2.50700
C 4.22670 -6.69336 -4.25104
C 6.99014 3.24782 -3.71626
C -1.41304 0.64399 12.01228
C 1.08480 -0.35148 -0.73995
C 1.81821 -0.72387 2.45995
C -0.05769 1.92288 -0.73869
C 3.53268 0.70640 -1.26532
C 6.75582 5.42832 -2.96041
C -0.81811 -2.44653 5.87077
C -2.71338 -0.09582 -6.82957
C 2.69082 -4.95965 -4.38143
C -5.38403 -0.71922 1.77384
H 0.43491 -3.75450 -4.99182
H -4.98580 -1.62160 2.23645
H 6.77138 8.05257 -3.07674
H 2.60911 -0.37970 3.12630
H -1.53976 1.21743 -3.23798
H -3.65184 0.82674 -3.89076
H -0.13167 -2.16805 6.66995
H -2.40488 0.98290 12.30868
H -10.73352 -1.94464 1.90939
H -1.73934 1.35801 7.21840
H -1.31208 -1.26775 -8.71694
H -0.67107 -3.48812 5.58779
H -2.34065 -0.21042 6.67546
H -4.71862 0.20809 -5.15763
H -3.46814 -0.84494 -4.42480
H 3.03478 3.20005 -2.36800
H 5.54720 8.17585 -1.80372
H -0.86360 0.28599 -9.43846
H -4.75682 -0.45833 0.91909
H 1.93475 3.69221 -0.99411
H 6.37248 2.36556 -3.86390
H 4.73581 -7.28147 -3.49126
H -5.37684 0.10826 2.48270
H 1.71381 -0.02239 1.63982
H 2.08434 -2.27291 -0.69638
H 7.41223 3.54699 -4.67470
H 0.17912 2.90152 -1.17732
H 7.14152 7.51393 -1.41069
H 0.60503 -2.61799 -3.64708
H -1.03759 -0.04554 12.76434
H -9.61035 -2.77204 3.00036
H 7.78197 3.00891 -3.00760
H -0.24014 2.12966 0.33099
H 2.05796 -1.69806 2.03853
H 3.62108 3.30329 -0.72368
H 1.77355 -2.56634 -4.96973
H -3.41482 0.85378 7.59003
H 3.63335 -7.36107 -4.87465
H -1.83689 -2.32459 6.22998
H 0.13307 -0.82946 -0.50401
H 4.97189 -6.17358 -4.85216
H -10.00031 -1.04274 3.24535
H 4.31481 -1.33439 -1.17566
H 4.52786 1.12073 -1.44908
H -2.56181 -0.21657 -9.44918
H -0.72944 1.48848 11.93568



83
Properties=species:S:1:pos:R:3 method="wB97M-V/def2-TZVPD" lumo_ev=1.9 homo_ha=-0.159 e_tot_ev=-55814.8536 orbital_gap_ev=6.18 mol_weight_g_mol=638.6 total_charge=-1
I -0.32445 -1.81364 2.42160
Al 0.55659 1.40783 1.24096
N -4.48632 4.45654 -0.83106
N 2.33685 -2.68585 -1.55458
N 5.58727 0.81739 3.85638
N -3.80263 1.62533 -3.17127
N -7.36281 -2.43679 -1.71169
N -3.08221 -5.14405 -4.44846
N -0.95537 4.89828 -4.80827
N 3.30386 -1.51853 7.95756
N 4.35067 4.17245 -2.19413
C -0.96516 0.13251 1.73537
C 3.55748 3.89860 -2.97970
C -3.37865 4.95434 -3.85169
C 2.53965 3.53297 -3.95747
C 2.87920 -0.52792 1.04597
C -5.78100 -4.50926 -1.68917
C 3.02336 -3.60464 -1.49071
C 4.87965 -2.05485 1.15610
C 3.93555 -0.81628 5.04820
C 3.61330 -0.77619 8.77707
C 2.12491 0.57679 0.26611
C 3.90934 -4.75781 -1.38625
C 4.00449 0.18611 9.80029
C -4.52823 0.88301 -2.68118
C -4.55951 -3.34119 -5.61846
C -3.72872 -4.35201 -4.97074
C 4.40309 -0.60975 0.83744
C 4.85397 0.09659 4.37290
C -3.94350 4.37057 0.17777
C -5.42968 -0.07337 -2.04835
C -2.03763 0.00204 0.64440
C 3.00406 1.74899 -0.21548
C -6.66601 -3.34978 -1.70181
C -2.02019 4.92324 -4.38016
C -3.27146 4.26145 1.46707
C -1.56670 -0.68311 -0.63108
H 4.13927 -0.82204 6.12139
H -5.60090 -3.47931 -5.33276
H 5.53990 -2.40030 0.35442
H 2.46808 -1.47841 0.71077
H -2.85973 -0.59613 1.06544
H -2.66025 5.14252 1.64819
H 2.17687 2.52877 -3.74450
H -3.73673 3.93873 -3.69156
H 4.71468 -0.40413 -0.18039
H -5.19486 -4.54345 -2.60561
H -2.62618 3.38222 1.46338
H 3.25378 0.21096 10.58732
H -4.23354 -2.34819 -5.31385
H -4.02911 5.46199 -4.56251
H -0.07175 2.54942 0.24725
H 4.05958 -1.82332 4.65441
H 4.09217 1.17634 9.35765
H -6.46211 0.23696 -2.18677
H 2.38806 2.34574 -0.89033
H 3.32272 -5.66070 -1.22780
H -0.94788 -0.02298 -1.23555
H 4.96296 -0.10087 10.22760
H -5.21253 -0.13228 -0.98328
H -6.37233 -5.41946 -1.61366
H -2.43926 0.99724 0.44402
H 4.87195 0.03786 1.57012
H -1.07469 -1.62966 -0.42703
H -5.10076 -4.45436 -0.84157
H -4.47098 -3.42957 -6.69902
H 2.69803 -0.47731 2.12561
H 3.88936 1.45623 -0.77953
H -4.00977 4.16741 2.26107
H 2.96559 3.55743 -4.95893
H 2.90723 -0.49711 4.88439
H -3.39825 5.48483 -2.90427
H 1.70354 4.22637 -3.90778
H 4.48813 -4.86309 -2.30183
H 3.25132 2.38956 0.63263
H 5.46870 -2.11516 2.07210
H 4.58846 -4.61858 -0.54683
H 1.70450 0.09603 -0.62515
H -1.47750 0.56543 2.59705
H 4.05131 -2.76136 1.20468
H 1.04433 2.21454 2.57201
H -5.29368 -1.05346 -2.49219
H -2.45069 -0.92544 -1.23231



86
Properties=species:S:1:pos:R:3 method="wB97M-V/def2-TZVPD" lumo_ev="-3.1 / -3.2" homo_ha="-0.389 / -0.379" e_tot_ev=-183643.7971 orbital_gap_ev="7.50 / 7.14" mol_weight_g_mol=853.1 multiplicity=2 total_charge=+1
Mo -0.11202 0.70432 -0.27369
As 0.65271 -1.72255 -0.92702
S -0.47999 2.96358 -1.07656
S -2.51508 3.41738 3.15992
S -1.88435 -0.93212 3.86664
S -3.57572 1.39458 -0.72222
S 2.20823 1.33979 -0.46606
P 1.40770 3.23101 -0.47081
Si 1.32076 -1.59325 -3.20893
Si 2.25495 -2.54944 0.62547
Si -1.20447 -3.21632 -0.87627
O 2.24568 4.25966 -1.32195
O 1.45732 3.85094 0.96038
O -1.48899 0.38918 0.88626
C -1.77556 -3.31122 0.88919
C 2.69329 3.96321 1.72822
C -0.66209 -4.90119 -1.49607
C 3.93987 -1.82807 0.30053
C -0.47739 1.88828 3.12138
C 1.60406 -1.95310 2.26719
C 2.34662 4.34406 -2.76808
C -2.51063 -2.47601 -1.98132
C -2.92535 -0.24031 2.67978
C 1.12488 -3.24963 -4.03407
C -5.63190 2.41087 0.37901
C 2.30614 -4.40911 0.53543
C 0.15467 -0.33341 -3.94526
C -4.18879 -1.97853 3.55623
C -2.45546 0.91291 1.81424
C -3.60833 1.45651 0.99403
C -1.13942 3.89423 4.04936
C 3.07993 -0.99704 -3.33195
C -3.04469 -2.11715 4.27637
C -1.75156 1.97397 2.63785
C 2.66638 3.03831 -3.45524
C -0.12760 2.99264 3.94243
C 3.32024 5.32425 1.55079
C -5.11029 2.13548 -0.84519
C -4.11956 -0.89660 2.63704
C -4.77003 2.01335 1.43776
H 1.81921 -3.99051 -3.63411
H 3.02629 -4.78004 1.26961
H 1.33867 -3.13696 -5.10045
H 2.25214 -2.29492 3.07845
H 0.59274 -2.31043 2.46654
H 3.13875 5.07193 -2.92577
H 0.41272 -4.97874 -1.65367
H 1.40763 4.76568 -3.12788
H -1.05741 -3.83988 1.51940
H -5.05271 -2.61514 3.67621
H 4.33425 -2.09894 -0.67835
H 1.58440 -0.86027 2.29428
H 0.20519 0.62049 -3.41205
H -6.59519 2.87552 0.52752
H 0.18068 1.05102 2.92369
H -2.71664 -3.86728 0.92862
H -0.94638 -5.66848 -0.77266
H 3.41075 -1.09569 -4.36964
H -5.01799 2.12014 2.48418
H 0.42362 -0.14102 -4.98752
H -4.91845 -0.62711 1.96276
H -1.95410 -2.32329 1.31476
H -3.43781 -3.04503 -1.86996
H 3.57550 2.58740 -3.05778
H 3.36274 3.15262 1.43305
H 0.11257 -3.64345 -3.93879
H 2.38443 3.79541 2.75640
H 4.24491 5.36940 2.12734
H -1.15067 4.81979 4.60157
H 2.65145 6.10552 1.90913
H 2.62486 -4.76283 -0.44668
H -2.72769 -1.43838 -1.72044
H -2.82659 -2.84362 5.04265
H -1.15565 -5.14043 -2.43976
H 4.62982 -2.22648 1.05015
H -2.22246 -2.52026 -3.03335
H 3.94313 -0.74173 0.38845
H 1.33853 -4.85903 0.76369
H 0.82530 3.10975 4.43698
H 3.76277 -1.57917 -2.71437
H -5.54461 2.32468 -1.81315
H -0.88165 -0.67557 -3.92538
H 3.16882 0.05185 -3.04607
H 3.55611 5.51425 0.50581
H 2.82579 3.25372 -4.51287
H 1.84811 2.32205 -3.37537



83
Properties=species:S:1:pos:R:3 method="wB97M-V/def2-TZVPD" lumo_ev=-0.9 smiles=CCOB(O)c1c(CC)cc2nc(C)c(COC)nc2c1CCCCl.COCCOC.COCCOC homo_ha=-0.304 e_tot_ev=-58211.3467 orbital_gap_ev=7.38 mol_weight_g_mol=544.9 total_charge=0
Cl -2.71700 2.91928 -1.60612
O -1.18217 0.31533 -5.66317
O -4.56201 -1.72441 0.07543
O 2.30161 2.11852 2.02502
O -5.95272 -1.85167 2.11113
O 5.08423 0.70773 -2.02903
O 1.44185 1.05993 -4.51116
O 6.57324 1.77181 -4.35402
N 0.05395 -0.68958 5.62325
N -0.03605 0.84009 2.82819
C -2.20457 -0.41071 2.22008
C -3.37511 -1.40400 2.51412
C 2.01748 0.93466 -5.80456
C -0.94578 -0.85481 4.59889
C -0.83408 -1.05332 -5.51135
C -4.36243 -3.25964 4.40212
C -2.17235 0.38959 0.81091
C -5.39440 -2.47549 5.36884
C 0.96340 1.06807 3.81703
C -3.27828 -2.17049 3.91246
C 4.21258 1.82825 -2.10579
C -3.82125 2.13685 -0.33270
C 2.09047 2.18402 3.46168
C -2.89469 1.85273 0.95826
C 0.97331 0.30771 5.17813
C -4.31947 -4.28434 0.18258
C -3.82397 -2.87628 -0.41350
C 7.33289 2.58016 -3.46597
C -0.99582 1.05859 -4.45887
C 0.28111 1.89024 -4.51327
C 3.13973 0.95855 1.73426
C 6.54855 0.40275 -3.95330
C -2.10861 -1.89445 4.91239
C 2.16567 0.69094 6.21300
C -1.02163 -0.12641 3.23509
C 5.22525 0.04554 -3.28442
B -4.62184 -1.67819 1.51608
H -3.65186 -4.52427 1.08911
H -4.15712 -5.13304 -0.58967
H 8.40037 2.37656 -3.60095
H -5.43539 -4.30848 0.45726
H 3.55994 1.02530 0.66833
H 5.21541 -1.02982 -3.07905
H 1.27064 0.67680 -6.55836
H 4.37917 0.27005 -3.94261
H 2.49088 0.00614 1.76783
H -6.17328 -2.80954 2.15202
H 7.14428 3.62684 -3.71298
H 7.05322 2.41224 -2.42380
H -2.59016 -0.22551 -0.05694
H 3.04666 2.06855 4.07462
H 2.51552 1.86998 -6.08064
H -4.01052 -2.92355 -1.55728
H -4.62815 2.88182 -0.00909
H -6.48550 -2.82053 5.26674
H -1.59209 -1.56540 -4.91073
H 4.46634 2.48220 -2.94444
H 3.17772 1.48740 -2.20353
H 0.33312 2.51126 -3.61323
H 0.14796 -1.17201 -5.04531
H -2.69720 -2.69273 -0.28574
H 1.94406 0.24201 7.25459
H 7.39482 0.17148 -3.29756
H 3.17882 0.30423 5.83892
H 0.27845 2.55722 -5.38195
H -1.07371 0.62686 0.52903
H -5.00587 -2.56704 6.45417
H -0.99675 0.39694 -3.58596
H -1.85065 1.73574 -4.36814
H 1.56799 3.20014 3.65725
H -2.07736 2.67096 0.95631
H 4.30759 2.39917 -1.17996
H -3.81175 -4.04348 5.04449
H -0.80530 -1.51020 -6.50228
H -3.50068 1.84624 1.94019
H 2.12696 1.83015 6.32514
H -5.34908 -1.35285 5.11358
H 6.65489 -0.19719 -4.86286
H 2.76535 0.13965 -5.76891
H -4.32407 1.17969 -0.70125
H -4.85643 -3.80216 3.52495
H 3.94644 0.84115 2.54258
H -2.07474 -2.46656 5.91441